{"formula": "C8H26N12O12Pb", "method": "ωB97M-V/def2-TZVPD", "orbital_gap_ev": 7.6, "total_energy_ev": -56426.565, "fmax_ev_per_a": 1.703, "de_lowest_kcal_mol": 0.0, "charge": 0, "species": ["Pb", "O", "C", "O", "O", "H", "O", "C", "O", "O", "H", "C", "O", "N", "N", "H", "H", "H", "H", "C", "O", "N", "N", "H", "H", "H", "H", "C", "O", "N", "N", "H", "H", "H", "H", "C", "O", "N", "N", "H", "H", "H", "H", "C", "O", "N", "N", "H", "H", "H", "H", "C", "O", "N", "N", "H", "H", "H", "H"], "coordinates": [[-0.1727, 0.1743, 0.0810], [-3.8976, 2.2113, 1.5398], [-2.7933, 1.5504, 1.1091], [-2.6951, 1.3855, -0.1524], [-1.9675, 1.1667, 1.9426], [-4.4710, 2.2746, 0.7684], [-1.7113, 3.8629, -1.2644], [-0.4341, 3.7548, -0.7844], [-0.0395, 2.5688, -0.5434], [0.2359, 4.7738, -0.6053], [-2.0723, 2.9693, -1.0933], [1.7757, -3.0119, 0.3582], [1.1879, -2.0041, 0.0250], [2.2879, -3.1992, 1.6177], [2.0785, -4.0431, -0.4769], [2.2256, -2.4805, 2.3164], [3.0134, -3.8866, 1.7303], [1.6215, -4.1344, -1.3651], [2.5623, -4.8457, -0.1150], [1.5702, 2.1127, 2.4228], [1.1892, 1.0246, 1.9949], [2.0468, 2.2498, 3.6941], [1.4784, 3.2468, 1.6952], [1.7266, 1.5485, 4.3399], [2.1396, 3.1825, 4.0551], [1.0802, 3.1853, 0.7537], [1.8777, 4.1039, 2.0269], [-3.0612, -1.8456, -1.1432], [-2.1921, -1.6054, -0.3295], [-3.9751, -0.8746, -1.4502], [-3.2853, -3.0477, -1.7518], [-3.8396, -0.0188, -0.9136], [-4.6113, -0.9958, -2.2150], [-2.5048, -3.6749, -1.6942], [-4.0612, -3.1707, -2.3716], [-0.8292, 0.5940, -3.3282], [-0.4205, -0.1718, -2.4673], [-0.0675, 1.0526, -4.3632], [-2.1439, 0.9560, -3.4071], [0.8665, 0.6872, -4.3948], [-0.3601, 1.7992, -4.9616], [-2.7595, 0.5957, -2.6974], [-2.4746, 1.5781, -4.1189], [3.2970, 0.2698, -1.6971], [2.2230, 0.6640, -1.2864], [3.4417, -1.0472, -2.0914], [4.3836, 1.0434, -1.9353], [4.3541, -1.3548, -2.3752], [2.7362, -1.6742, -1.7537], [5.1862, 0.5878, -2.3216], [4.2711, 2.0239, -1.7571], [-0.5110, -1.4721, 3.3116], [-0.6396, -1.3852, 2.1075], [-0.7477, -0.4096, 4.1230], [-0.1320, -2.6227, 3.9618], [-1.2235, 0.3856, 3.7126], [-0.8521, -0.5274, 5.1149], [0.1667, -3.4372, 3.4600], [-0.0775, -2.6429, 4.9628]], "forces_ev_per_a": [[-0.8, 1.0, 0.1], [-0.3, -0.1, 0.4], [0.6, -0.2, -0.7], [-0.5, -0.1, 0.1], [0.0, 0.2, 0.2], [0.0, 0.2, 0.0], [0.0, -0.3, 0.1], [0.5, 0.7, 0.1], [0.2, -0.4, 0.0], [-0.4, -0.1, -0.2], [-0.2, 0.2, -0.1], [0.6, 0.4, 0.7], [0.1, -0.6, -0.5], [0.0, -0.4, 0.1], [0.2, -0.4, -0.4], [-0.1, 0.3, -0.3], [-0.1, 0.1, 0.2], [-0.1, 0.2, 0.0], [-0.2, -0.1, -0.1], [-0.7, 1.3, -0.8], [0.3, -0.7, 0.3], [0.4, -0.2, 0.5], [0.4, -0.6, 0.3], [0.1, 0.0, 0.0], [-0.1, 0.0, 0.1], [0.1, 0.0, -0.1], [-0.1, 0.1, -0.1], [-1.1, 1.0, 0.0], [0.6, -1.0, 0.0], [0.2, -0.2, 0.1], [0.7, 0.1, 0.5], [-0.1, 0.2, -0.3], [-0.2, 0.3, 0.1], [-0.2, -0.4, -0.2], [0.2, -0.2, -0.1], [-1.1, 0.2, -0.8], [0.3, -0.3, -0.3], [0.3, -0.5, 0.4], [0.4, -0.1, 0.2], [0.1, 0.4, 0.0], [0.1, 0.1, 0.0], [0.0, 0.2, 0.1], [-0.1, 0.1, 0.1], [-1.0, -1.0, -0.6], [0.4, 0.5, 0.4], [0.4, 0.6, 0.0], [-0.4, -0.2, 0.3], [-0.2, -0.5, 0.1], [0.0, -0.2, 0.0], [0.3, 0.7, 0.0], [0.4, 0.1, -0.1], [-0.4, 0.4, 0.2], [0.4, -0.9, -0.2], [0.0, 0.4, 0.6], [0.1, 0.0, 0.2], [0.0, -0.1, -0.4], [0.0, -0.1, 0.0], [-0.1, 0.1, -0.3], [0.0, 0.0, 0.0]], "nbo_charge": [1.59, -0.70, 0.99, -0.88, -0.76, 0.48, -0.74, 0.97, -0.89, -0.74, 0.51, 0.80, -0.66, -0.85, -0.85, 0.42, 0.38, 0.41, 0.39, 0.80, -0.74, -0.84, -0.83, 0.40, 0.38, 0.47, 0.38, 0.79, -0.66, -0.89, -0.85, 0.45, 0.38, 0.40, 0.39, 0.81, -0.70, -0.84, -0.84, 0.41, 0.39, 0.42, 0.39, 0.78, -0.64, -0.86, -0.84, 0.37, 0.42, 0.39, 0.42, 0.80, -0.66, -0.85, -0.86, 0.45, 0.37, 0.41, 0.38]}